{
  "formula": "C3H3AlO2",
  "method": "ωB97M-V with the def2-TZVPD basis set",
  "total_charge": 0,
  "homo_lumo_gap_ev": 7.59,
  "de_lowest_kj_mol": 20.0,
  "elements": ["H", "O", "O", "C", "C", "C", "H", "H", "Al"],
  "xyz": [[-1.747, 0.414, -1.298], [0.560, -0.211, 0.231], [-0.018, -1.463, 1.891], [-0.727, 0.462, -1.728], [0.181, 0.766, -0.687], [-0.480, -0.785, 0.949], [1.041, 0.995, -1.378], [-0.386, 1.724, -0.333], [1.576, -1.902, 2.352]],
  "lowdin_charge": [0.001, -0.168, -0.314, 0.133, -0.404, -0.207, 0.107, 0.167, 0.684]
}



{
  "formula": "C3H3BaO2",
  "method": "ωB97M-V with the def2-TZVPD basis set",
  "total_charge": 1,
  "homo_lumo_gap_ev": 6.22,
  "de_lowest_kj_mol": 175.4,
  "elements": ["C", "C", "H", "H", "H", "O", "C", "O", "Ba"],
  "xyz": [[-0.565, -0.314, 1.012], [0.885, -0.011, 0.735], [1.305, 0.921, 1.136], [-1.203, -0.149, 1.873], [1.596, -0.844, 0.816], [-1.587, -0.147, -1.357], [-0.823, -0.107, -0.336], [0.542, 0.196, -0.686], [-0.149, 0.453, -3.193]],
  "lowdin_charge": [0.018, -0.142, 0.124, 0.101, 0.123, -0.355, -0.585, -0.333, 2.049]
}



{
  "formula": "C3H3BiLiO2",
  "method": "ωB97M-V with the def2-TZVPD basis set",
  "total_charge": 3,
  "homo_lumo_gap_ev": [6.17, 6.17],
  "elements": ["O", "C", "C", "H", "H", "H", "O", "C", "Bi", "Li"],
  "xyz": [[-0.430, 1.610, 1.173], [-0.038, 0.563, 0.679], [1.194, 0.471, -0.194], [2.076, 0.381, 0.439], [1.144, -0.409, -0.838], [1.274, 1.330, -0.858], [-1.111, -2.402, -0.839], [-0.789, -3.057, -1.706], [-1.404, -1.089, 0.886], [-1.916, 2.602, 1.258]],
  "lowdin_charge": [-0.036, -0.576, 0.009, 0.145, 0.084, 0.138, -0.187, 0.301, 2.235, 0.887]
}



{
  "formula": "C3H3Br",
  "method": "ωB97M-V with the def2-TZVPD basis set",
  "total_charge": 0,
  "smiles": "CC#CBr",
  "homo_lumo_gap_ev": 9.67,
  "de_lowest_kj_mol": 107.4,
  "elements": ["C", "C", "C", "Br", "H", "H", "H"],
  "xyz": [[-0.313, 0.057, 0.064], [-1.505, 0.039, 0.887], [-2.554, -0.448, 1.497], [-4.184, -0.205, 2.191], [0.609, -0.094, 0.749], [-0.384, 0.896, -0.525], [-0.412, -0.678, -0.806]],
  "lowdin_charge": [-0.137, -0.177, -0.665, 0.719, 0.118, 0.033, 0.109]
}



{
  "formula": "C3H3Br2Cl",
  "method": "ωB97M-V with the def2-TZVPD basis set",
  "total_charge": 0,
  "homo_lumo_gap_ev": 9.71,
  "de_lowest_kj_mol": 359.1,
  "elements": ["C", "C", "C", "Cl", "Br", "Br", "H", "H", "H"],
  "xyz": [[1.376, -0.635, -0.933], [1.967, -0.223, 0.020], [-1.388, 0.180, 0.578], [-2.327, 0.279, 1.936], [-1.037, 2.023, -0.215], [-2.271, -0.889, -0.876], [0.017, 0.256, 0.574], [0.826, -0.917, -1.724], [2.838, -0.075, 0.640]],
  "lowdin_charge": [0.012, 0.000, -1.608, 0.561, 0.445, 0.498, 0.047, -0.007, 0.051]
}



{
  "formula": "C3H3Br2ClNO",
  "method": "ωB97M-V with the def2-TZVPD basis set",
  "total_charge": -1,
  "homo_lumo_gap_ev": 7.38,
  "de_lowest_kj_mol": 72.7,
  "elements": ["C", "C", "C", "N", "O", "Cl", "Br", "Br", "H", "H", "H"],
  "xyz": [[1.400, -0.027, 0.684], [-0.456, 0.753, -0.293], [-0.933, -0.400, -0.632], [0.815, 0.945, 0.066], [1.489, 1.860, -0.406], [-1.887, -1.505, 1.568], [0.087, -1.905, -1.189], [-2.645, -0.517, -1.552], [0.755, -0.766, 1.243], [2.489, -0.046, 0.785], [-1.113, 1.609, -0.274]],
  "lowdin_charge": [-0.019, -0.314, -1.240, -0.412, -0.084, -0.402, 0.648, 0.556, 0.044, 0.095, 0.129]
}



{
  "formula": "C3H3Br2N",
  "method": "ωB97M-V with the def2-TZVPD basis set",
  "total_charge": 0,
  "homo_lumo_gap_ev": [6.04, 6.01],
  "multiplicity": 3,
  "s2": 2.0062,
  "de_lowest_kj_mol": 303.4,
  "elements": ["C", "C", "C", "N", "Br", "Br", "H", "H", "H"],
  "xyz": [[1.012, 2.588, 0.085], [-0.235, 0.099, -0.505], [0.787, 0.569, 0.428], [1.061, 3.720, 0.116], [-2.077, 0.552, 0.258], [2.452, -0.398, 0.226], [-0.546, 0.580, -1.453], [-0.329, -1.031, -0.810], [0.459, 0.767, 1.531]],
  "lowdin_spin": [0.061, 0.478, 0.092, 0.005, 1.215, 0.082, 0.036, 0.024, 0.008]
}



{
  "formula": "C3H3Br2NO",
  "method": "ωB97M-V with the def2-TZVPD basis set",
  "total_charge": 0,
  "homo_lumo_gap_ev": [7.76, 8.28],
  "de_lowest_kj_mol": 324.0,
  "elements": ["C", "C", "C", "N", "O", "Br", "Br", "H", "H", "H"],
  "xyz": [[1.611, -1.159, -0.672], [-0.610, 0.206, -0.075], [0.754, -0.484, 0.182], [-1.462, -0.726, 0.759], [1.469, -1.677, -1.717], [3.471, -1.089, 0.279], [-1.920, -2.201, -0.132], [-0.493, 1.070, 0.512], [-1.067, 0.484, -0.993], [0.961, -0.489, 1.260]],
  "lowdin_charge": [-0.750, -0.288, -0.118, -0.470, 0.089, 0.543, 0.717, 0.084, 0.098, 0.095]
}



{
  "formula": "C3H3Br2NS",
  "method": "ωB97M-V with the def2-TZVPD basis set",
  "total_charge": 0,
  "smiles": "S=C(Br)[C@@H]1CN1Br",
  "homo_lumo_gap_ev": 8.09,
  "de_lowest_kj_mol": 181.0,
  "elements": ["S", "C", "Br", "C", "C", "N", "Br", "H", "H", "H"],
  "xyz": [[-0.034, -1.968, -1.298], [0.889, -0.775, -0.808], [2.737, -0.474, -1.365], [0.386, 0.441, -0.011], [-0.557, 0.271, 1.130], [-0.963, 1.025, -0.003], [-2.284, 0.366, -1.258], [1.311, 1.082, 0.087], [-0.908, -0.735, 1.449], [-0.577, 0.767, 2.076]],
  "lowdin_charge": [0.683, -1.187, 0.651, -0.456, -0.220, -0.400, 0.608, 0.099, 0.123, 0.099]
}



{
  "formula": "C3H3Br3S",
  "method": "ωB97M-V with the def2-TZVPD basis set",
  "total_charge": 0,
  "homo_lumo_gap_ev": 8.35,
  "de_lowest_kj_mol": 151.4,
  "elements": ["C", "C", "C", "S", "Br", "Br", "Br", "H", "H", "H"],
  "xyz": [[-0.453, -0.576, 0.419], [-1.133, -0.378, -0.817], [1.258, 0.457, 0.525], [-0.649, -1.523, 1.632], [1.725, 0.929, -1.337], [0.699, 2.108, 1.412], [2.546, -0.530, 1.528], [-1.326, 0.873, -1.029], [-2.174, -0.814, -0.716], [-0.492, -0.545, -1.618]],
  "lowdin_charge": [-0.911, -0.213, -1.639, 0.772, 0.572, 0.547, 0.598, 0.167, 0.103, 0.002]
}